This record from the OMol25 dataset describes a gas-phase ion, C6H10O (charge +1) at a distorted geometry. The level of theory is ωB97M-V/def2-TZVPD.

* E_tot: -8419.593 eV
* LUMO level (alpha / beta): -6.0 / -7.8 eV
* largest force on an atom: 3.59 eV Å⁻¹
* highest occupied orbital energy (alpha / beta): -0.5321 / -0.5509 Ha
* gap between HOMO and LUMO (alpha / beta): 0.3111 / 0.2639 Ha

Structure (ORCA input):
```
! RIJCOSX wB97M-V def2-TZVPD def2/J DEFGRID3
* xyz 1 2
C 1.488 1.937 -0.181
C 0.259 1.076 -0.418
C -0.799 1.790 -0.989
C -1.008 -2.312 0.559
O 0.073 -2.903 1.395
C -0.556 -1.270 -0.506
C 0.363 -0.344 -0.126
H 1.914 1.938 0.844
H 2.286 1.493 -0.774
H 1.309 2.998 -0.566
H -0.761 2.838 -1.186
H -1.865 1.393 -0.936
H -1.488 -1.864 1.505
H -1.786 -3.068 0.423
H 0.403 -2.308 2.135
H -1.214 -0.849 -1.337
H 1.382 -0.545 0.159
*
```


This record from the OMol25 dataset describes a molecular structure, C31H47BrN2P2Pd at a distorted geometry. The level of theory is ωB97M-V/def2-TZVPD.

* E_tot: -127971.839 eV
* LUMO level (alpha / beta): -7.0 / -9.1 eV
* largest force on an atom: 2.52 eV Å⁻¹
* highest occupied orbital energy (alpha / beta): -0.4563 / -0.4558 Ha
* gap between HOMO and LUMO (alpha / beta): 0.1990 / 0.1222 Ha

Structure (ORCA input):
```
! RIJCOSX wB97M-V def2-TZVPD def2/J DEFGRID3
* xyz 2 3
N -5.827 4.091 -5.742
C -5.851 4.472 -4.464
C -5.213 3.752 -3.448
C -4.419 2.615 -3.816
C -4.465 2.211 -5.181
C -5.179 2.986 -6.094
C -3.576 1.884 -2.883
Pd -0.967 0.562 -1.717
P 3.962 -0.741 -0.780
C -2.296 1.338 -3.219
C -1.139 2.215 -2.928
C 0.115 2.078 -3.596
C 1.255 2.685 -3.101
C 1.180 3.390 -1.888
C -0.019 3.512 -1.179
C -1.189 2.976 -1.720
Br 2.746 3.878 -1.078
H -3.943 1.777 -1.855
H -2.245 0.619 -4.048
H -5.306 4.089 -2.414
H -3.947 1.309 -5.499
H -6.399 5.390 -4.238
H -5.211 2.677 -7.142
H 0.149 1.462 -4.484
H -2.129 3.035 -1.179
H 2.203 2.528 -3.607
H -0.062 4.094 -0.261
P -1.357 -1.635 -1.667
C 4.111 1.084 -0.818
C 5.417 1.637 -1.394
H 3.989 1.403 0.230
H 3.244 1.434 -1.397
H 5.399 2.732 -1.349
H 6.288 1.292 -0.824
H 5.568 1.351 -2.442
C 3.636 -1.180 -2.525
C 4.950 -1.683 -3.144
H 3.263 -0.274 -3.028
H 2.851 -1.949 -2.584
H 4.827 -1.854 -4.215
H 5.761 -0.956 -3.019
H 5.285 -2.623 -2.690
C 2.486 -1.115 0.240
C 2.977 -1.723 1.565
H 1.843 -1.815 -0.319
H 1.923 -0.176 0.392
H 2.169 -2.259 2.086
H 3.823 -2.409 1.385
H 3.339 -0.943 2.249
C -1.083 -2.267 0.048
C -1.367 -3.742 0.284
H -1.747 -1.657 0.676
H -0.058 -2.009 0.362
H -2.418 -3.907 0.536
H -1.144 -4.379 -0.572
H -0.771 -4.118 1.120
C -0.144 -2.526 -2.752
C -0.371 -2.283 -4.253
H -0.268 -3.599 -2.511
H 0.882 -2.206 -2.477
H -1.241 -2.827 -4.650
H -0.508 -1.215 -4.484
H 0.505 -2.643 -4.811
C -2.917 -2.453 -2.247
C -4.185 -2.122 -1.472
H -2.727 -3.542 -2.221
H -3.030 -2.177 -3.306
H -5.066 -2.519 -1.994
H -4.194 -2.592 -0.485
H -4.286 -1.041 -1.342
N -0.293 0.696 1.648
C -0.116 0.099 2.860
C 1.058 0.377 3.604
C 1.382 -0.425 4.696
C 0.519 -1.465 5.084
C -0.729 -1.614 4.460
C -1.056 -0.841 3.348
H 0.473 1.209 1.231
H -1.113 0.544 1.049
H 1.701 1.205 3.298
H 2.317 -0.254 5.229
H 0.828 -2.171 5.860
H -1.457 -2.350 4.822
H -2.014 -0.950 2.829
*
```


This record from the OMol25 dataset describes a gas-phase ion, C5H13N2O (charge -1) at a distorted geometry. The level of theory is ωB97M-V/def2-TZVPD.

* SMILES: CN(CCN)CC[O-]
* E_tot: -10422.505 eV
* LUMO level: 3.8 eV
* largest force on an atom: 1.76 eV Å⁻¹
* highest occupied orbital energy: -0.0985 Ha
* gap between HOMO and LUMO: 0.2396 Ha

Structure (ORCA input):
```
! RIJCOSX wB97M-V def2-TZVPD def2/J DEFGRID3
* xyz -1 1
N -0.638 0.401 2.205
C -0.550 -0.863 1.471
C 0.661 -1.046 0.580
N 0.564 -0.449 -0.780
C 1.918 -0.269 -1.254
C -0.159 0.846 -0.845
C -1.703 0.732 -0.876
O -2.367 1.060 0.279
H -1.419 0.864 1.681
H 0.163 0.970 1.957
H -1.450 -1.045 0.884
H -0.516 -1.696 2.180
H 0.793 -2.113 0.368
H 1.547 -0.672 1.106
H 1.947 0.103 -2.283
H 2.430 -1.230 -1.251
H 2.547 0.379 -0.611
H 0.091 1.553 -0.047
H 0.153 1.259 -1.811
H -1.971 -0.253 -1.300
H -2.041 1.470 -1.653
*
```


This record from the OMol25 dataset describes a molecular structure, C26H56NO12 at a distorted geometry. The level of theory is ωB97M-V/def2-TZVPD.

* E_tot: -53895.716 eV
* LUMO level: -3.7 eV
* largest force on an atom: 19.20 eV Å⁻¹
* highest occupied orbital energy: -0.3945 Ha
* gap between HOMO and LUMO: 0.2577 Ha

Structure (ORCA input):
```
! RIJCOSX wB97M-V def2-TZVPD def2/J DEFGRID3
* xyz 1 1
N 0.999 61.942 43.081
H 0.285 61.500 43.630
H 1.413 62.675 43.609
H 0.747 62.463 42.252
H 1.800 61.265 42.731
O 2.245 58.824 42.692
C 2.416 58.141 41.782
O 1.441 57.608 41.006
C 0.171 58.289 41.089
C -0.671 57.764 39.952
C 3.763 57.655 41.335
H 0.083 59.374 41.121
H -0.286 58.020 41.992
H -1.015 56.611 40.340
H -0.480 57.571 38.861
H -1.476 58.380 40.067
H 3.711 56.590 41.559
H 4.636 57.973 41.943
H 3.791 57.911 40.291
O 3.440 63.567 42.743
C 4.287 64.473 42.931
O 4.258 65.319 43.913
C 3.243 65.327 44.880
C 1.991 65.954 44.273
C 5.545 64.746 42.034
H 3.466 65.803 45.799
H 3.062 64.323 45.200
H 2.057 66.811 43.910
H 1.361 66.075 45.055
H 1.475 65.259 43.591
H 5.145 64.808 40.991
H 6.064 63.771 41.822
H 6.244 65.358 42.369
O 2.106 63.507 46.208
C 1.060 62.906 46.443
O 0.858 61.564 45.826
C -0.504 60.986 45.926
C -0.407 59.575 45.327
C 0.026 63.362 47.334
H -1.201 61.566 45.548
H -0.842 61.058 47.006
H -0.280 59.673 44.406
H -1.425 59.003 45.216
H 0.256 58.897 45.750
H 0.108 64.366 47.366
H 0.084 62.794 48.356
H -0.985 63.150 47.183
O 1.659 63.071 41.151
C 0.989 63.690 40.333
O 0.225 64.619 40.584
C 0.275 65.338 41.885
C -0.553 66.626 41.855
C 0.926 63.129 38.884
H 1.428 65.689 42.145
H 0.169 64.593 42.908
H -0.412 67.322 42.709
H -1.594 66.642 41.807
H -0.288 67.255 41.060
H 1.094 62.068 38.994
H 1.753 63.471 38.143
H 0.094 63.410 38.447
O 2.679 61.616 40.490
C 3.586 61.946 39.802
O 4.932 61.476 39.892
C 5.142 60.456 40.889
C 6.659 60.421 40.970
C 3.591 62.985 38.781
H 4.576 59.614 40.818
H 4.799 60.794 41.878
H 7.133 59.840 41.611
H 7.159 61.304 41.327
H 7.040 59.860 39.937
H 2.537 63.241 38.256
H 4.136 63.081 37.965
H 3.841 63.836 39.117
C -2.519 61.841 42.594
C -1.168 62.568 42.539
O -0.120 62.080 41.750
C -0.878 63.775 43.463
H -2.512 60.741 42.134
H -3.310 62.457 42.205
H -2.833 61.619 43.691
H 0.181 63.670 43.856
H -1.421 63.646 44.494
H -1.315 64.577 42.845
C 2.917 60.987 46.202
C 3.900 60.913 45.171
O 3.634 60.264 43.998
C 5.240 61.815 45.176
H 1.831 60.922 45.989
H 3.166 61.823 46.742
H 2.954 60.061 46.936
H 5.066 62.758 45.816
H 5.618 62.267 44.017
H 6.109 61.179 45.527
*
```